Molecular formula: C6H12N2OPTc
Method: DFT, wB97M-V/def2-TZVPD

Each line ends with the Mulliken charge.
Positions of all 23 atoms, in Å:
C (1.233, 0.033, -1.379)  -0.0657
C (0.118, 0.030, -2.404)  -0.9606
C (-0.546, -1.247, -2.305)  -0.0417
C (-0.109, -1.942, -1.169)  -0.1801
C (0.857, -1.081, -0.405)  -0.8234
Tc (-0.637, 0.322, -0.476)  0.7051
P (-0.220, 2.471, 0.159)  -0.1185
H (2.159, 0.680, -1.359)  0.4263
H (-0.395, 0.734, -3.085)  0.3632
H (-1.336, -1.537, -2.987)  0.3744
H (1.296, -1.439, 0.560)  0.5740
H (-0.584, -2.894, -0.890)  0.3325
H (-0.963, 3.270, 1.040)  0.1132
H (0.085, 3.474, -0.705)  0.1154
H (1.052, 2.372, 0.832)  0.0983
N (0.937, -0.498, 3.101)  -0.3341
C (-0.347, -0.365, 2.662)  0.6431
N (-1.343, -0.466, 3.580)  -0.4117
O (-0.658, -0.082, 1.431)  -0.7032
H (1.287, -0.526, 4.075)  0.2272
H (1.654, -0.417, 2.383)  0.2204
H (-2.278, -0.368, 3.190)  0.2407
H (-1.262, -0.520, 4.583)  0.2054

Results
* charge: +1
* multiplicity: 4
* Kohn-Sham gap (alpha / beta): 7.01 / 7.55 eV
* HOMO energy (alpha / beta): -9.723 / -11.517 eV
* energy above the lowest of the compared OMol25 structures with the same formula, charge and spin: 112.6 kJ/mol


Molecular formula: C23H36F18N8O13S6
Method: DFT, wB97M-V/def2-TZVPD

Each line ends with the Mulliken charge.
Positions of all 104 atoms, in Å:
C (14.583, 13.419, 8.658)  -1.4529
N (13.358, 12.923, 7.945)  0.9609
C (12.219, 12.839, 8.955)  -0.6979
C (12.986, 13.829, 6.801)  -1.0417
C (13.738, 11.588, 7.391)  -1.0848
C (14.071, 10.498, 8.376)  -0.0855
O (15.162, 10.886, 9.209)  0.6221
H (14.600, 14.468, 8.742)  0.5834
H (15.451, 13.166, 8.072)  0.5071
H (14.750, 12.925, 9.632)  -0.1100
H (11.856, 13.860, 9.047)  0.4753
H (12.588, 12.525, 9.960)  0.0728
H (11.469, 12.167, 8.553)  0.3020
H (12.690, 14.790, 7.206)  0.3341
H (12.161, 13.360, 6.312)  0.4241
H (13.765, 13.953, 6.087)  0.3528
H (14.484, 11.778, 6.617)  0.3316
H (12.833, 11.213, 6.856)  0.4117
H (14.316, 9.601, 7.719)  0.2096
H (13.214, 10.135, 9.012)  0.2999
H (15.681, 10.078, 9.328)  -0.3836
C (21.528, 11.586, 9.984)  -1.4089
C (19.990, 11.637, 10.007)  0.1464
N (19.453, 11.045, 11.224)  0.4536
C (19.449, 9.699, 11.539)  -0.3753
C (18.976, 9.580, 12.834)  -0.7311
N (18.668, 10.878, 13.245)  0.1898
C (18.889, 11.700, 12.205)  -0.3406
C (17.941, 11.257, 14.504)  -0.7403
H (21.992, 12.147, 10.848)  0.3251
H (21.849, 12.265, 9.200)  0.4471
H (21.831, 10.557, 9.903)  0.4138
H (19.528, 11.064, 9.219)  0.1681
H (19.597, 12.645, 10.004)  -0.0309
H (19.800, 8.975, 10.828)  0.5821
H (18.841, 8.706, 13.462)  0.4579
H (18.788, 12.763, 12.225)  0.5598
H (18.274, 10.594, 15.258)  0.3974
H (16.886, 11.156, 14.341)  0.1589
H (18.159, 12.317, 14.710)  0.3170
C (13.238, 9.399, 14.514)  -1.5598
C (13.182, 10.155, 13.186)  0.1926
N (13.980, 11.345, 13.165)  1.4593
C (14.934, 11.704, 12.180)  0.4417
C (15.377, 12.940, 12.494)  -1.2973
N (14.664, 13.382, 13.633)  0.9699
C (13.903, 12.358, 14.059)  -1.5299
C (14.960, 14.670, 14.294)  -0.3484
H (13.083, 10.037, 15.381)  0.3769
H (14.200, 8.937, 14.645)  0.3219
H (12.488, 8.619, 14.471)  0.4663
H (12.155, 10.476, 12.860)  0.2671
H (13.520, 9.474, 12.420)  -0.1960
H (15.180, 11.097, 11.339)  -0.0959
H (16.141, 13.514, 12.042)  0.8506
H (13.214, 12.371, 14.864)  0.4978
H (15.941, 14.616, 14.838)  0.2426
H (14.167, 14.780, 15.021)  0.0713
H (14.900, 15.483, 13.611)  0.0722
C (10.180, 15.115, 12.423)  0.4793
F (9.645, 15.153, 11.191)  -0.2342
F (11.032, 16.123, 12.528)  -0.1862
F (9.105, 15.429, 13.251)  -0.2651
S (10.812, 13.457, 12.862)  1.0017
O (9.718, 12.556, 12.611)  -0.7579
O (11.981, 13.435, 11.995)  -0.5033
N (11.276, 13.657, 14.361)  -0.1913
S (10.560, 13.109, 15.625)  0.9225
O (9.117, 13.214, 15.637)  -0.6532
O (11.186, 11.900, 16.097)  -0.6687
C (11.074, 14.345, 16.800)  0.6920
F (10.325, 15.458, 16.590)  -0.2437
F (10.783, 13.979, 18.042)  -0.2184
F (12.397, 14.645, 16.813)  -0.2440
C (14.798, 6.798, 10.985)  0.4112
F (14.491, 6.601, 12.272)  -0.2168
F (14.985, 5.536, 10.420)  -0.2352
F (13.775, 7.397, 10.446)  -0.2026
S (16.308, 7.903, 10.831)  0.6401
O (16.008, 9.082, 11.600)  -0.2960
O (17.411, 7.137, 11.308)  -0.5731
N (16.282, 8.353, 9.271)  -0.3933
S (17.494, 7.862, 8.232)  0.9409
O (18.554, 8.804, 8.294)  -0.6144
O (17.860, 6.490, 8.292)  -0.6487
C (16.619, 8.105, 6.528)  0.5588
F (16.453, 9.437, 6.246)  -0.1986
F (17.446, 7.622, 5.658)  -0.1968
F (15.389, 7.526, 6.361)  -0.2344
C (17.932, 15.360, 8.322)  0.4954
F (18.971, 14.555, 7.871)  -0.2483
F (18.279, 16.628, 8.050)  -0.2067
F (16.934, 14.989, 7.581)  -0.1792
S (17.599, 14.865, 10.024)  0.5582
O (17.225, 13.447, 9.791)  -0.4763
O (18.837, 15.091, 10.738)  -0.6738
N (16.349, 15.651, 10.588)  0.2052
S (16.466, 17.195, 11.069)  0.9108
O (16.682, 17.232, 12.483)  -0.6196
O (16.979, 18.181, 10.212)  -0.6380
C (14.644, 17.539, 11.014)  0.6365
F (14.340, 18.814, 11.273)  -0.2214
F (14.303, 17.187, 9.753)  -0.2346
F (14.004, 16.711, 11.838)  -0.2030

Results
* charge: 0
* Kohn-Sham gap: 10.05 eV
* HOMO energy: -10.194 eV


Molecular formula: C13H11Cl2NO2Os
Method: DFT, wB97M-V/def2-TZVPD

Each line ends with the Mulliken charge.
Positions of all 30 atoms, in Å:
Cl (-2.007, -2.037, -0.821)  -0.2575
C (0.630, 0.965, -1.948)  -0.3715
C (0.392, 1.914, -0.885)  -0.3161
C (-1.007, 1.932, -0.612)  -1.1574
H (1.144, 2.554, -0.422)  0.4735
C (-1.669, 1.005, -1.516)  0.7553
C (-0.628, 0.412, -2.341)  -0.6648
H (-0.786, -0.322, -3.119)  0.4981
H (1.591, 0.748, -2.397)  0.4440
H (-1.522, 2.557, 0.120)  0.5390
C (-3.115, 0.666, -1.498)  -0.9609
Os (-0.328, -0.218, -0.239)  1.1631
C (-0.729, 0.088, 1.568)  0.4023
O (-0.918, 0.262, 2.701)  -0.3872
C (0.199, -2.100, -0.243)  0.4047
O (0.599, -3.184, -0.207)  -0.3542
H (-3.590, 0.980, -0.561)  0.3515
H (-3.198, -0.431, -1.557)  0.2930
H (-3.657, 1.081, -2.351)  0.3222
Cl (3.703, -2.449, 3.540)  0.0582
C (3.521, -1.280, 2.289)  -0.0724
C (4.601, -0.533, 1.803)  -0.1236
C (4.370, 0.388, 0.773)  -0.9128
C (3.082, 0.511, 0.262)  0.0119
N (2.067, -0.214, 0.721)  0.0204
C (2.248, -1.083, 1.729)  -0.0533
H (5.587, -0.697, 2.243)  0.4906
H (5.155, 1.013, 0.350)  0.4565
H (2.875, 1.216, -0.535)  0.4413
H (1.396, -1.646, 2.107)  0.5063

Results
* charge: +2
* multiplicity: 5
* Kohn-Sham gap (alpha / beta): 5.61 / 4.10 eV
* HOMO energy (alpha / beta): -13.699 / -16.522 eV
* energy above the lowest of the compared OMol25 structures with the same formula, charge and spin: 48.7 kJ/mol


Molecular formula: C3H6ClNSi
Method: DFT, wB97M-V/def2-TZVPD

Each line ends with the Mulliken charge.
Positions of all 12 atoms, in Å:
C (-2.317, 0.575, -0.116)  0.1900
C (-1.240, -0.354, -0.139)  -0.3979
C (0.196, 0.460, -0.043)  -0.8696
N (-3.153, 1.252, 0.261)  -0.4047
Si (1.768, -0.584, 0.143)  0.4239
Cl (3.361, 0.645, 0.013)  -0.2416
H (-1.415, -1.081, 0.660)  0.3193
H (-1.089, -0.881, -1.094)  0.3110
H (0.223, 1.168, 0.768)  0.4127
H (0.039, 1.059, -0.906)  0.4098
H (1.594, -1.488, -1.116)  -0.0803
H (2.033, -0.770, 1.568)  -0.0727

Results
* charge: 0
* Kohn-Sham gap: 11.48 eV
* SMILES string: N#CCC[SiH2]Cl
* HOMO energy: -10.952 eV
* energy above the lowest of the compared OMol25 structures with the same formula, charge and spin: 163.5 kJ/mol


Molecular formula: C2H3NO2S
Method: DFT, wB97M-V/def2-TZVPD

Each line ends with the Mulliken charge.
Positions of all 9 atoms, in Å:
C (-0.957, 0.280, -0.464)  0.1669
C (1.727, -0.227, -0.401)  -0.8913
N (-1.220, 0.303, 0.886)  0.9106
O (-1.434, 1.249, 1.635)  -0.5363
O (-1.450, -0.859, 1.133)  -0.4487
S (-1.821, 0.102, -1.711)  -0.1883
H (1.742, 0.005, -1.447)  0.3661
H (2.008, 0.401, 0.495)  0.3091
H (1.404, -1.254, -0.126)  0.3117

Results
* charge: 0
* Kohn-Sham gap (alpha / beta): 8.10 / 7.16 eV
* HOMO energy (alpha / beta): -8.987 / -9.046 eV
* energy above the lowest of the compared OMol25 structures with the same formula, charge and spin: 819.8 kJ/mol


Molecular formula: C4H9NS2
Method: DFT, wB97M-V/def2-TZVPD

Each line ends with the Mulliken charge.
Positions of all 16 atoms, in Å:
C (1.134, -0.196, 1.270)  -0.5273
C (-0.224, -0.364, 0.558)  -0.0876
C (-0.509, -1.253, -0.712)  -0.6665
C (-0.868, 1.145, 0.579)  -0.0463
H (1.789, -0.940, 0.344)  0.1896
H (1.498, 0.927, 1.340)  0.2288
H (1.026, -0.777, 2.442)  0.2364
H (-0.998, -0.846, 1.185)  0.3240
H (0.442, -2.062, -0.705)  0.2502
H (-1.520, -1.975, -0.683)  0.3182
H (-1.441, 0.223, -2.893)  0.1700
H (-1.760, 1.264, 1.493)  0.2226
H (1.179, 0.840, -1.046)  0.1596
N (-0.519, 2.214, 0.038)  -0.3913
S (-0.199, -0.562, -2.494)  -0.2487
S (0.969, 2.362, -0.714)  -0.1316

Results
* charge: 0
* Kohn-Sham gap: 9.16 eV
* HOMO energy: -8.722 eV
* energy above the lowest of the compared OMol25 structures with the same formula, charge and spin: 584.3 kJ/mol


no.,electronic energy (Ha),molecular weight (g mol⁻¹)
1,-842.37856,257.15
2,-6500.77724,1166.95
3,-1717.47403,474.37
4,-922.34348,119.63
5,-681.14709,105.12
6,-1008.72073,135.26